C38H50ClFeN3O4SbSe4 as an isolated structure at a distorted geometry. Source: the Open Molecules 2025 dataset; level of theory: ωB97M-V/def2-TZVPD.

```
102
Properties=species:S:1:pos:R:3:forces:R:3:lowdin_charge:R:1
Fe 0.0408 0.0346 0.4612 -1.23 0.48 -3.89 0.374
C 0.1132 -2.6354 -3.4459 0.05 -0.02 0.00 -0.059
C 1.0328 -1.5511 -2.8858 0.13 -0.01 -0.09 -0.380
C 1.7088 -0.7762 -4.0222 0.00 0.02 -0.01 -0.055
C 2.0976 -2.0722 -1.9481 0.08 0.05 0.02 -0.150
C 2.7300 -3.2704 -2.2533 0.07 0.03 0.07 -0.050
C 3.7705 -3.7532 -1.4701 -0.08 0.04 -0.04 -0.075
C 4.1565 -3.0407 -0.3546 0.09 0.04 0.04 -0.039
C 3.5375 -1.8411 0.0063 -0.03 -0.11 0.26 -0.117
C 3.9508 -1.2014 1.3282 0.16 -0.11 -0.12 -0.394
C 5.3949 -0.6932 1.2900 0.05 -0.09 -0.01 -0.063
C 3.7550 -2.1706 2.4984 -0.07 -0.11 -0.14 -0.081
C 2.5252 -1.3418 -0.8222 -0.03 0.03 -0.12 -0.139
N 1.9045 -0.0794 -0.4852 -0.89 -0.62 0.09 0.039
C 2.6879 0.9197 -0.3461 0.27 0.51 -0.17 -0.099
C 2.3718 2.2494 0.1068 0.29 -0.13 0.04 -0.143
C 3.4908 3.0745 0.3362 0.07 -0.11 0.00 -0.040
C 3.3739 4.3899 0.6985 -0.04 0.08 0.01 -0.094
C 2.0830 4.9235 0.7970 -0.05 -0.02 -0.02 -0.069
C 0.9684 4.1499 0.5751 0.05 -0.09 -0.09 -0.025
C 1.0605 2.7639 0.2692 -0.10 0.17 -0.13 -0.257
N -0.0373 1.9799 0.1112 -0.25 -0.16 -0.52 -0.001
C -1.3283 2.6267 0.0554 0.21 0.04 -0.12 -0.171
C -1.9932 2.9337 1.2539 -0.11 -0.06 0.34 -0.145
C -3.3197 3.3658 1.2198 0.04 -0.01 0.05 -0.063
C -4.0018 3.5108 0.0244 0.11 -0.07 -0.04 -0.101
C -3.3068 3.3102 -1.1588 0.10 0.00 0.10 -0.055
C -1.9625 2.9191 -1.1785 -0.09 -0.01 -0.06 -0.106
C -1.3478 2.8951 -2.5839 0.21 -0.04 0.24 -0.360
C -0.0773 3.7320 -2.7573 -0.06 0.11 0.07 -0.056
C -1.1130 1.5020 -3.1392 0.00 -0.07 -0.13 -0.068
C -1.3203 2.8230 2.6201 -0.22 0.18 -0.02 -0.377
C -1.2597 4.1995 3.2991 -0.06 0.00 -0.01 -0.053
C -1.9984 1.8128 3.5554 -0.39 0.18 -0.32 -0.133
H -0.2680 -3.2740 -2.6478 -0.01 -0.01 0.01 0.076
H -0.7444 -2.1689 -3.9352 0.04 -0.01 -0.01 0.080
H 0.6231 -3.2649 -4.1832 -0.06 0.04 0.05 0.071
H 0.3987 -0.8759 -2.3304 -0.16 0.22 0.19 0.077
H 2.4137 -1.4265 -4.5521 -0.05 0.06 0.04 0.081
H 2.2638 0.0844 -3.6386 -0.02 -0.04 -0.02 0.079
H 0.9713 -0.4154 -4.7417 -0.03 0.04 0.00 0.070
H 2.4128 -3.8310 -3.1259 0.01 0.04 0.06 0.105
H 4.2645 -4.6847 -1.7246 -0.03 0.04 0.01 0.099
H 4.9583 -3.4220 0.2685 -0.07 0.01 0.01 0.108
H 3.3065 -0.3516 1.5341 -0.02 0.10 0.02 0.049
H 6.1050 -1.5274 1.2375 -0.06 0.08 -0.01 0.077
H 5.5963 -0.1213 2.1971 0.02 -0.02 0.01 0.048
H 5.5784 -0.0479 0.4255 0.00 -0.03 0.03 0.067
H 4.2987 -3.1066 2.3423 0.03 0.05 0.03 0.073
H 2.6980 -2.4193 2.6210 0.02 0.01 -0.01 0.057
H 4.1148 -1.7108 3.4190 0.00 0.06 0.04 0.047
H 3.7371 0.7682 -0.6012 0.03 0.02 0.00 0.132
H 4.4765 2.6273 0.2401 -0.07 0.02 -0.01 0.113
H 4.2496 4.9940 0.9028 -0.08 -0.04 -0.02 0.097
H 1.9515 5.9696 1.0578 -0.01 -0.08 0.00 0.105
H -0.0130 4.5943 0.6542 0.01 0.01 -0.03 0.102
H -3.8157 3.6072 2.1546 0.01 -0.06 -0.01 0.105
H -5.0399 3.8258 0.0077 0.03 0.03 0.00 0.093
H -3.8045 3.4916 -2.1063 0.02 0.00 0.04 0.104
H -2.1066 3.3659 -3.2099 -0.07 0.06 -0.07 0.113
H 0.7976 3.2270 -2.3533 0.06 -0.05 0.10 0.070
H -0.1593 4.7072 -2.2735 0.01 -0.01 0.00 0.080
H 0.0997 3.8949 -3.8259 -0.01 -0.02 0.09 0.077
H -0.3525 0.9936 -2.5522 0.03 -0.06 0.01 0.051
H -0.7576 1.5780 -4.1702 0.02 -0.01 -0.03 0.080
H -2.0144 0.8897 -3.1196 0.10 0.06 -0.03 0.073
H -0.2984 2.4904 2.4694 0.09 0.00 0.00 0.063
H -2.2626 4.5852 3.5238 0.12 -0.06 -0.02 0.075
H -0.7456 4.9300 2.6698 -0.07 -0.01 0.07 0.065
H -0.7082 4.1094 4.2370 -0.03 0.01 -0.01 0.057
H -3.0790 2.0019 3.6231 0.03 0.02 -0.01 0.071
H -1.5751 1.8880 4.5575 -0.18 -0.03 -0.27 -0.081
H -1.8357 0.7916 3.2117 -0.06 -0.07 -0.05 0.033
O -2.0069 -0.6695 -1.4637 -0.20 -0.18 0.37 0.062
C -2.5366 -0.3750 -0.4035 -0.11 0.19 0.32 -0.573
O -1.9846 0.1276 0.6455 0.37 -0.53 -0.72 -0.117
C -4.0507 -0.5859 -0.2195 0.07 -0.18 0.11 -0.122
N -4.3880 -0.0912 1.1817 0.45 -0.17 -0.32 0.107
C -4.9095 -1.2533 1.9700 0.05 -0.09 -0.01 -0.101
C -5.4905 -2.1713 0.9054 0.05 0.10 -0.13 -0.149
C -4.4560 -2.0686 -0.2200 -0.10 0.04 0.02 -0.114
H -4.5858 0.0011 -0.9597 -0.10 0.12 0.03 0.157
H -5.0010 0.7160 1.1792 -0.05 0.06 -0.06 0.165
H -3.4225 0.2145 1.4779 -0.07 0.09 0.28 0.130
H -5.6155 -0.9119 2.7215 -0.01 0.08 0.01 0.125
H -4.0533 -1.7168 2.4573 0.06 0.01 -0.03 0.135
H -6.4626 -1.7911 0.5761 -0.02 -0.05 0.02 0.112
H -5.6203 -3.1886 1.2708 0.02 0.02 0.01 0.119
H -4.8379 -2.3764 -1.1898 -0.06 0.05 -0.03 0.122
H -3.5810 -2.6689 0.0250 -0.10 0.01 -0.03 0.095
Se 3.9192 1.3508 4.5497 -0.26 -0.21 -0.23 -0.165
Sb 1.6703 0.4728 4.7365 0.59 0.99 0.45 -0.241
Se 0.1798 1.7224 6.1877 0.40 -0.38 0.17 -0.043
Se 1.7615 -1.7290 5.8930 -0.17 -0.23 0.00 0.063
Se 0.7733 0.0504 2.3938 1.37 -0.41 4.30 0.483
Cl 0.2411 -5.0489 1.8286 -0.04 0.06 -0.07 0.561
C -0.2084 -4.2141 0.3066 0.00 -0.01 0.08 -0.474
C -0.7573 -2.8194 0.6114 0.54 0.13 0.04 -0.659
O -1.8709 -2.7188 1.1176 0.18 0.21 -0.02 0.010
O 0.0859 -1.8999 0.2802 -0.75 -0.20 -0.01 -0.153
H -0.9744 -4.8137 -0.1735 -0.06 -0.07 -0.02 0.072
H 0.6842 -4.1528 -0.3022 0.12 0.00 -0.06 0.055
```
Forces are in eV/Å.

## Properties
- E_tot (a.u.) = -13513.2861
- HOMO energy (spin up / spin down) (eV) = -4.630 / -4.580
- gap between HOMO and LUMO (spin up / spin down) (eV) = 6.3 / 5.3
- total charge = -1
- 2S+1 = 5
- ⟨S²⟩ = 6.063

C38H50CsN10O4P2S3 as an isolated structure at a distorted geometry. Source: the Open Molecules 2025 dataset; level of theory: ωB97M-V/def2-TZVPD.

```
108
Properties=species:S:1:pos:R:3:forces:R:3:lowdin_charge:R:1
Cs -0.2355 -0.5665 0.0874 0.57 -0.10 2.09 1.284
O -0.5489 -2.9278 -0.2831 -0.38 -2.45 -0.16 -0.557
N -0.6330 -3.9346 0.5547 0.07 -0.11 -0.01 -0.250
C -1.4499 -4.9636 0.2383 -0.02 -0.01 -0.04 -0.063
C -1.6190 -6.0554 1.0466 -0.01 -0.01 0.05 -0.106
C -0.9053 -6.0958 2.2500 -0.01 -0.02 -0.03 -0.118
C -0.0801 -5.0511 2.5689 0.01 0.05 0.02 -0.121
C 0.0860 -3.9129 1.7392 -0.01 0.00 -0.01 -0.734
S 1.0670 -2.5960 2.1496 0.25 -0.56 0.42 0.468
H -1.9546 -4.8303 -0.7070 0.03 0.02 -0.01 0.121
H -2.2959 -6.8425 0.7458 0.01 -0.01 0.00 0.085
H -1.0064 -6.9384 2.9235 0.00 0.01 0.01 0.091
H 0.4770 -5.0364 3.4947 0.00 -0.01 0.00 0.091
C -4.6909 0.5282 -3.1973 0.03 0.00 -0.07 -0.108
N -3.9993 1.7011 -2.6846 -0.03 -0.02 0.05 -0.294
C -4.7566 2.9323 -2.8061 -0.01 -0.03 -0.01 -0.118
P -3.0024 1.4978 -1.3565 0.03 0.10 -0.17 0.452
O -2.3274 0.1951 -1.4258 -1.08 0.34 -0.65 -0.440
O -2.0362 2.7832 -1.5013 0.03 -0.13 0.07 -0.282
P -0.4523 2.5378 -1.8731 0.04 0.34 -0.05 0.470
O 0.1836 1.5974 -0.9435 0.51 2.55 -1.44 -0.597
N 0.0669 4.1181 -1.8566 -0.09 -0.03 0.05 -0.293
C 1.5268 4.2128 -1.9901 0.00 0.03 -0.03 -0.086
C -0.4335 5.0162 -0.8215 0.00 0.00 0.01 -0.102
N -0.3946 2.0897 -3.4492 0.00 -0.06 0.06 -0.274
C -1.0104 2.9241 -4.4668 0.05 -0.01 -0.01 -0.101
C -0.2914 0.6775 -3.8232 0.03 0.01 0.03 -0.082
N -3.7593 1.8015 0.0635 -0.06 0.04 -0.04 -0.274
C -4.6434 0.7511 0.5713 -0.01 0.01 0.00 -0.088
C -4.0051 3.1161 0.6210 0.04 -0.04 0.06 -0.095
H -4.8429 0.6346 -4.2754 -0.01 0.01 0.00 0.080
H -5.6733 0.3938 -2.7263 0.00 -0.01 0.00 0.081
H -4.0865 -0.3575 -3.0168 0.01 0.01 0.01 0.078
H -4.8995 3.1786 -3.8624 -0.01 -0.02 0.00 0.080
H -4.2190 3.7579 -2.3420 0.02 0.01 -0.01 0.073
H -5.7478 2.8545 -2.3394 0.01 0.01 0.02 0.082
H 1.8966 3.4800 -2.7033 -0.03 0.03 0.04 0.041
H 2.0273 4.0312 -1.0341 0.01 -0.01 0.00 0.098
H 1.7858 5.2101 -2.3515 -0.01 0.01 0.01 0.086
H -1.5156 4.9532 -0.7490 0.00 0.01 -0.02 0.057
H -0.1669 6.0400 -1.0932 0.02 -0.01 0.00 0.082
H 0.0017 4.7970 0.1605 -0.01 -0.01 0.00 0.096
H -1.0246 3.9629 -4.1428 0.00 0.00 0.00 0.074
H -2.0362 2.5954 -4.6720 -0.01 0.01 -0.01 0.073
H -0.4292 2.8570 -5.3898 0.00 -0.01 0.00 0.085
H -0.0565 0.0667 -2.9570 0.08 0.04 -0.01 0.062
H 0.4974 0.5494 -4.5662 0.00 0.02 -0.01 0.086
H -1.2457 0.3280 -4.2286 -0.02 0.01 0.01 0.085
H -4.4185 -0.1939 0.0792 0.02 0.00 0.00 0.083
H -5.6943 1.0153 0.3974 0.00 -0.01 0.00 0.081
H -4.4568 0.5918 1.6327 0.00 0.01 0.00 0.066
H -3.3079 3.8439 0.2138 0.01 -0.01 0.00 0.060
H -3.8655 3.0783 1.7038 0.00 -0.01 0.00 0.092
H -5.0303 3.4538 0.4217 0.00 0.01 0.00 0.080
N -3.4175 -4.4680 6.1145 -0.01 0.01 -0.01 -0.003
C -3.3855 -3.0695 6.2858 0.03 0.02 0.00 -0.870
S -3.6575 -2.4555 7.8536 0.01 -0.01 -0.02 0.372
C -3.1715 -2.2926 5.1213 -0.04 -0.02 0.01 -0.283
C -2.9613 -0.8866 5.1645 -0.02 0.00 0.02 -0.070
C -2.7616 -0.1856 4.0041 -0.11 -0.01 -0.03 -0.194
N -2.7799 -0.7129 2.7609 0.18 0.11 -0.01 0.001
C -2.9591 -2.0420 2.7150 0.01 0.00 -0.03 -0.188
C -3.1430 -2.8524 3.8104 -0.01 0.00 0.03 -0.040
H -3.3181 -4.9275 7.0074 -0.01 0.00 0.00 0.033
H -2.7434 -4.8102 5.4406 0.01 0.00 0.01 0.057
H -2.9461 -0.3902 6.1253 0.00 0.01 -0.01 0.061
H -2.5857 0.8880 4.0522 0.00 0.00 0.02 0.086
H -2.9557 -2.4832 1.7199 0.03 -0.01 0.00 0.096
H -3.2945 -3.9112 3.6472 -0.01 0.00 -0.02 0.086
N 4.4441 0.7690 0.3644 0.04 0.24 0.28 0.112
C 3.8871 1.0579 1.5531 0.19 0.04 -0.08 -0.674
N 2.6241 1.0845 1.8056 -0.32 -0.15 -0.12 0.106
C 2.3743 1.4130 3.1222 0.10 -0.03 -0.01 -0.316
C 1.1147 1.4422 3.7156 -0.02 0.00 0.00 -0.012
C 1.0056 1.7710 5.0557 0.01 0.00 0.00 -0.090
C 2.1348 2.0766 5.8160 0.00 -0.01 -0.01 -0.117
C 3.3986 2.0370 5.2442 0.00 -0.01 0.00 -0.119
C 3.5059 1.6980 3.9046 0.01 0.03 0.04 -0.496
S 4.9371 1.5068 2.9262 -0.04 -0.01 -0.02 1.015
H 3.9108 0.2662 -0.3748 -0.06 -0.14 -0.12 0.059
H 5.4359 0.6109 0.3430 0.01 -0.03 0.00 0.085
H 0.2455 1.1684 3.1311 -0.01 0.00 0.01 0.101
H 0.0299 1.7627 5.5249 0.00 0.00 0.00 0.097
H 2.0286 2.3203 6.8655 0.00 0.00 0.00 0.089
H 4.2810 2.2481 5.8356 0.00 0.00 0.01 0.095
C 4.8465 -4.7629 -1.3879 0.01 0.02 -0.04 -0.150
C 4.4022 -3.9880 -0.3179 -0.01 0.00 0.02 -0.114
C 4.0471 -2.6654 -0.4909 -0.01 -0.02 -0.01 -0.044
C 4.1158 -2.0347 -1.7542 0.02 -0.09 -0.03 -0.299
C 4.5327 -2.8487 -2.8342 0.00 0.03 0.02 -0.067
C 4.8905 -4.1746 -2.6458 -0.01 -0.03 0.04 -0.138
N 3.6786 -0.7425 -1.8529 -0.15 0.11 -0.12 0.021
C 3.9753 0.0425 -2.9206 0.05 -0.01 -0.02 -0.309
C 5.1534 -0.0260 -3.7110 0.00 0.02 -0.03 -0.061
C 5.3873 0.8615 -4.7471 -0.03 0.02 -0.01 -0.135
C 4.4768 1.8650 -5.0673 0.03 -0.01 -0.01 -0.153
C 3.3246 1.9686 -4.2904 0.02 -0.04 0.01 -0.141
C 3.0848 1.0972 -3.2448 0.02 0.01 0.00 -0.050
H 5.1190 -5.8020 -1.2485 0.00 0.00 0.00 0.075
H 4.3003 -4.4297 0.6673 0.00 0.02 0.01 0.094
H 3.6427 -2.1058 0.3440 0.00 0.01 0.00 0.076
H 4.5367 -2.4336 -3.8341 0.00 -0.08 0.01 0.087
H 5.1955 -4.7641 -3.5055 0.00 0.00 -0.01 0.083
H 5.8877 -0.7885 -3.4849 0.02 0.06 -0.01 0.093
H 6.3048 0.7700 -5.3210 0.01 0.00 0.01 0.085
H 4.6624 2.5478 -5.8875 0.00 0.00 0.00 0.073
H 2.5964 2.7439 -4.5166 0.01 -0.02 -0.02 0.079
H 2.1943 1.1858 -2.6321 0.02 0.01 0.01 0.075
```
Forces are in eV/Å.

## Properties
- E_tot (a.u.) = -4224.1562
- HOMO energy (spin up / spin down) (eV) = -0.257 / -1.661
- gap between HOMO and LUMO (spin up / spin down) (eV) = 3.2 / 4.6
- total charge = -2
- 2S+1 = 2
- ⟨S²⟩ = 0.766

The M results, record by record, are as follows: 1141.7; 1001.9 g mol⁻¹.
The relative energy (zero: lowest compared OMol25 entry of this formula, charge and spin) results, record by record, are as follows: 40.0; 280.5 kJ/mol.